Below is a cluster of 2 separate species, CH2IN2PS in total at a distorted geometry, with properties calculated with wB97M-V/def2-TZVPD.

The geometry in XYZ format:
```
8
Properties=species:S:1:pos:R:3:forces:R:3
H -2.5800 2.3929 -0.0859 1.3 -1.0 -0.4
P -1.2046 1.8032 -0.3579 -0.7 1.6 0.1
N -1.5435 0.2831 -0.1290 -2.1 0.6 0.6
N -0.6640 -0.6322 -0.1032 2.4 -2.6 0.0
C -0.1331 -1.7026 -0.0064 -2.1 3.3 -0.6
S 0.6103 -3.0460 -0.0314 1.2 -1.9 0.2
I 2.7694 1.2915 0.2038 0.0 -1.7 0.3
H 2.7455 -0.3899 0.5100 0.0 1.6 -0.3
```
Forces are in eV/Å.

As for the gap between HOMO and LUMO: 7.3 eV. The SMILES is [H]/P=N/N=C=S.I. As for the energy above the lowest of the compared OMol25 structures with the same formula, charge and spin: 2.7041 eV.

***

Below is a cluster of 2 separate species, CH2INO2 in total at a distorted geometry, with properties calculated with wB97M-V/def2-TZVPD.

The geometry in XYZ format:
```
7
Properties=species:S:1:pos:R:3:forces:R:3
C 1.2738 0.9280 0.0275 0.1 2.6 0.2
N -1.9192 -0.7262 0.0328 0.3 -0.8 4.6
O 1.5975 2.0246 -0.1243 -0.1 -0.9 -0.1
O -0.6104 -0.4865 -0.0233 -1.3 -0.3 -3.3
I 2.3223 -0.9472 0.0546 1.3 -1.2 -0.1
H -2.3367 -0.5247 -0.7987 -0.6 0.6 -3.7
H -0.3271 -0.2681 0.8315 0.4 0.0 2.4
```
Forces are in eV/Å.

As for the gap between HOMO and LUMO (spin up / spin down): 7.9 / 8.6 eV. As for the energy above the lowest of the compared OMol25 structures with the same formula, charge and spin: 4.6701 eV.

***

Below is a structure of composition CH2INS at a distorted geometry, with properties calculated with wB97M-V/def2-TZVPD.

The geometry in XYZ format:
```
6
Properties=species:S:1:pos:R:3:forces:R:3
C -0.3672 0.3491 -0.0936 -3.1 0.4 -0.2
N 0.5650 -0.5755 -0.3099 0.5 -1.3 0.0
S -2.0025 -0.0899 0.0925 2.0 0.6 -0.2
I 2.4807 0.0040 0.0218 0.3 -0.3 -0.1
H -0.1076 1.4742 -0.1460 0.1 -2.1 0.2
H 0.3492 -1.6354 -0.3194 0.2 2.6 0.2
```
Forces are in eV/Å.

As for the gap between HOMO and LUMO: 7.7 eV. As for the energy above the lowest of the compared OMol25 structures with the same formula, charge and spin: 0.7321 eV.

***

Below is the molecule CH2IPS at a distorted geometry, with properties calculated with wB97M-V/def2-TZVPD.

The geometry in XYZ format:
```
6
Properties=species:S:1:pos:R:3:forces:R:3
S 3.4308 -0.1154 0.7154 -2.1 0.6 -0.5
C 1.9722 0.2914 0.3854 3.0 -0.5 0.4
P 0.3703 0.8086 0.0428 0.1 0.1 -1.2
I 0.5418 2.6700 2.0901 0.1 0.4 0.4
H 0.5544 -0.3603 -0.9447 -0.1 0.2 0.6
H 0.0637 0.0309 1.1283 -0.9 -0.8 0.4
```
Forces are in eV/Å.

As for the gap between HOMO and LUMO: 6.0 eV. The SMILES is S=C=[PH2]I. As for the energy above the lowest of the compared OMol25 structures with the same formula, charge and spin: 2.2169 eV.

***

Below is a cluster of 2 separate species, CH2N2O in total at a distorted geometry, with properties calculated with wB97M-V/def2-TZVPD.

The geometry in XYZ format:
```
6
Properties=species:S:1:pos:R:3:forces:R:3
C 0.2711 -1.4360 -0.2013 2.0 2.7 -1.4
N -1.5474 0.9307 0.6024 0.4 1.1 -0.3
N -0.4398 1.2078 0.4730 0.7 0.5 0.7
O 0.7561 -0.3495 -0.4983 -0.9 -4.8 0.5
H 0.7492 -2.4319 -0.5779 -0.5 1.1 0.3
H 0.2108 2.0789 0.2021 -1.8 -0.7 0.2
```
Forces are in eV/Å.

As for the gap between HOMO and LUMO (spin up / spin down): 9.4 / 6.8 eV. As for the energy above the lowest of the compared OMol25 structures with the same formula, charge and spin: 5.0784 eV.

***

Below is the molecule CH2N2O at a distorted geometry, with properties calculated with wB97M-V/def2-TZVPD.

The geometry in XYZ format:
```
6
Properties=species:S:1:pos:R:3:forces:R:3
O -1.8316 -0.3505 0.4077 -1.7 -0.4 0.9
C -0.7511 -0.0752 0.0809 2.5 0.7 -0.7
N 0.3306 -0.4601 -0.7707 2.0 -2.9 0.8
N 0.2488 0.8233 0.0300 1.7 1.6 1.0
H 0.9716 -1.3291 -0.2869 -2.2 3.1 -1.0
H 1.0317 1.3916 0.5391 -2.3 -2.0 -1.0
```
Forces are in eV/Å.

As for the gap between HOMO and LUMO: 10.3 eV. The SMILES is O=C1NN1. As for the energy above the lowest of the compared OMol25 structures with the same formula, charge and spin: 3.3218 eV.